Computed, not measured: a 2-piece molecular cluster, C3H8NO2 overall, with wB97M-V/def2-TZVPD.

Geometry as XYZ:
```
14
Properties=species:S:1:pos:R:3:forces:R:3:lowdin_charge:R:1
C 0.53400 -0.21857 0.40912 -3.73 2.10 -1.29 -0.15
C -1.03479 0.17478 -0.98300 1.50 -4.15 4.20 0.01
C 1.77591 -0.80466 -0.08005 0.59 -1.58 1.91 -0.16
N -1.92768 0.68111 0.05975 -0.36 2.62 0.33 0.09
O 0.23863 0.28276 1.45561 0.23 -0.85 -1.40 0.11
O 2.69786 -0.56108 0.99661 -0.19 -0.07 -0.15 -0.04
H -1.32206 -0.83868 -1.34509 0.00 1.05 0.33 0.11
H -0.69201 0.78514 -1.71018 0.82 2.34 -1.93 0.05
H 1.55526 -1.95000 -0.33907 0.89 2.37 0.73 0.20
H 2.15903 -0.26849 -0.91479 -0.24 0.20 -1.33 0.13
H -2.58949 -0.03788 0.24998 -0.80 -0.71 0.49 0.14
H -2.53341 1.55014 -0.19092 1.55 -1.63 0.46 0.22
H -1.36465 0.86609 1.01900 -0.68 -0.37 -1.85 0.18
H 2.50340 0.33936 1.37303 0.42 -1.32 -0.50 0.12
```
Forces are in eV/Å.

Values from the calculation:
Energy relative to the best compared isomer or geometry (same formula, charge and spin) in kcal per mole: 89.3
Gap between HOMO and LUMO in eV: 10.6
Lowest unoccupied orbital energy in eV: -3.847
Largest force on an atom in eV/Å: 6.1
HOMO in eV: -14.5
Electronic energy in Eh: -323.9850
Net charge: +1